(1)
Computed, not measured: a 2-piece molecular cluster, C4H8ClNO overall, with ωB97M-V with the def2-TZVPD basis set.

The geometry in XYZ format:
```
15
Properties=species:S:1:pos:R:3:forces:R:3
C 1.57133 -1.05055 -0.01978 -2.032 2.135 0.338
C -0.52155 0.78502 1.51899 0.109 0.354 -0.024
C -1.21259 -0.07534 -0.82078 0.030 0.287 -0.074
C -0.41547 0.80966 0.03875 1.770 -0.951 -0.169
N 1.16392 -1.77962 -0.92248 -0.184 -1.118 -1.022
O 0.22285 1.87125 -0.46859 -0.561 -0.382 0.486
Cl 3.07463 -1.15374 0.85313 0.843 -0.363 0.248
H 0.40329 1.14241 1.96447 0.013 -0.036 0.001
H -0.72694 -0.22176 1.86235 -0.011 -0.065 -0.030
H -1.32792 1.44232 1.85443 -0.167 0.107 -0.049
H -0.57141 -0.92134 -1.14136 0.188 -0.091 -0.012
H -2.05184 -0.49555 -0.27896 -0.141 -0.015 0.116
H -1.56418 0.42810 -1.71987 -0.054 0.128 -0.052
H 1.66132 -2.59316 -1.29105 0.298 0.119 0.278
H 0.29456 1.81230 -1.42925 -0.101 -0.110 -0.035
```
Positions in Å, forces in eV/Å.

Calculated values
E (eV): -20334.4740
Lowest unoccupied orbital energy (alpha / beta) (eV): 0.128 / 0.007
Energy relative to the best compared isomer or geometry (same formula, charge and spin) (kcal per mole): 75.6
Highest occupied orbital energy (alpha / beta) (eV): -7.03 / -6.94
Net charge: 0
Orbital gap (alpha / beta) (Ha): 0.263 / 0.255

(2)
Computed, not measured: one molecule with the formula C4H8ClNO2, with ωB97M-V with the def2-TZVPD basis set.

The geometry in XYZ format:
```
16
Properties=species:S:1:pos:R:3:forces:R:3
C 2.30157 -0.32188 -1.35451 -0.712 -3.974 2.327
C 0.17240 0.34986 -0.70091 -2.871 0.485 2.657
C -0.83206 1.53959 -0.41407 0.235 1.552 -0.120
C 0.66015 -2.22489 1.69199 0.145 1.885 -1.862
H 1.99326 -1.52134 -1.79085 0.544 3.772 1.259
H 3.21887 -0.07571 -1.85474 -0.108 0.895 -0.485
H 2.55082 -0.46322 -0.17672 -0.388 0.221 -3.045
H -0.46092 -0.38222 -1.10785 -0.443 -1.467 -1.101
H -0.26078 2.38344 0.09601 -0.986 -1.312 0.163
H -1.37723 2.10870 -1.23627 1.169 -1.431 0.416
H 0.51821 -1.71141 2.80242 0.292 -1.162 -3.307
H 0.84697 -3.33350 1.59839 -0.222 1.394 0.294
N 0.67553 -1.61134 0.48359 -1.072 -0.325 5.611
O 1.24677 0.65222 -1.44323 1.961 0.086 -0.455
O 0.39499 -0.16711 0.67730 1.205 -1.388 -1.835
Cl -2.27673 0.84340 0.53394 1.252 0.770 -0.518
```
Positions in Å, forces in eV/Å.

Calculated values
E (eV): -22380.4437
Lowest unoccupied orbital energy (eV): 0.817
Energy relative to the best compared isomer or geometry (same formula, charge and spin) (kcal per mole): 107.5
Highest occupied orbital energy (eV): -10.06
Net charge: 0
Structure (SMILES): C=NO[C@@H](CCl)OC
Orbital gap (Ha): 0.400

(3)
Computed, not measured: a 2-piece molecular cluster, C4H8ClNOS overall, with ωB97M-V with the def2-TZVPD basis set.

The geometry in XYZ format:
```
16
Properties=species:S:1:pos:R:3:forces:R:3
C -1.79012 -1.81870 -0.24736 -0.268 1.623 0.464
C 1.93656 1.03281 -0.87276 2.101 -2.537 2.778
C 0.23981 2.07358 0.55782 3.451 -3.331 0.241
C 1.25394 1.12962 0.49866 -1.275 1.932 -1.256
N -2.07181 -0.59797 -0.37141 0.425 -0.050 -0.476
O -2.46285 -2.86521 0.18464 -1.477 -1.150 0.368
S 1.98563 0.12685 1.81554 -1.227 0.272 -0.857
Cl 1.91587 -1.79218 0.99678 0.003 0.675 0.190
H -0.80744 -2.12798 -0.39056 1.836 -0.402 -0.549
H 3.03602 0.90594 -0.62933 -0.977 -0.307 -0.605
H 1.92298 1.92079 -1.40711 -0.798 1.494 -1.267
H 1.56353 0.11133 -1.36717 0.300 0.841 -0.108
H -0.48140 2.12441 1.27956 -1.399 0.211 2.198
H 0.16900 2.75782 -0.22717 -0.189 0.735 -1.314
H -3.01583 -0.30755 -0.19471 -0.684 -0.155 0.250
H -3.39388 -2.67357 0.37459 0.176 0.148 -0.057
```
Positions in Å, forces in eV/Å.

Calculated values
E (eV): -31171.0377
Lowest unoccupied orbital energy (eV): -0.189
Energy relative to the best compared isomer or geometry (same formula, charge and spin) (kcal per mole): 55.2
Highest occupied orbital energy (eV): -8.87
Net charge: 0
Structure (SMILES): C=C(C)SCl.[H]/N=C\O
Orbital gap (Ha): 0.319

(4)
Computed, not measured: one molecule with the formula C4H8ClNOS, with ωB97M-V with the def2-TZVPD basis set.

The geometry in XYZ format:
```
16
Properties=species:S:1:pos:R:3:forces:R:3
C -2.30468 0.99728 0.53117 0.324 -0.107 1.075
C -1.26096 -0.04739 0.16226 0.964 0.678 0.632
C 0.16398 0.45945 -0.13571 -0.580 1.143 -1.318
C 2.47663 -0.31802 -0.54141 0.503 -0.178 0.919
H -3.25747 0.50471 0.63002 -0.369 -0.247 0.022
H -2.41261 1.79596 -0.15868 0.154 0.416 -1.104
H -2.11372 1.52521 1.47979 0.322 -0.550 -0.112
H -1.13094 -0.79219 0.94920 -0.506 0.096 0.027
H 3.07138 -0.91096 0.14750 0.403 0.182 0.050
H 2.60897 -0.77552 -1.50625 -0.523 -0.173 -0.612
H 2.80796 0.70586 -0.59543 -0.041 0.149 0.206
H 0.61086 -1.92131 1.03605 0.266 -0.237 -0.539
N 1.13708 -0.42435 -0.00516 0.540 -1.415 -0.306
O 0.82223 -1.80302 0.08849 -0.369 0.447 1.022
S 0.53854 1.93803 -0.79980 -0.749 0.060 0.522
Cl -1.75725 -0.93375 -1.28203 -0.338 -0.265 -0.484
```
Positions in Å, forces in eV/Å.

Calculated values
E (eV): -31171.0736
Lowest unoccupied orbital energy (eV): 0.365
Energy relative to the best compared isomer or geometry (same formula, charge and spin) (kcal per mole): 54.4
Highest occupied orbital energy (eV): -8.44
Net charge: 0
Structure (SMILES): C[C@@H](Cl)C(=S)N(C)O
Orbital gap (Ha): 0.323

(5)
Computed, not measured: one molecule with the formula C4H8ClNOS, with ωB97M-V with the def2-TZVPD basis set.

The geometry in XYZ format:
```
16
Properties=species:S:1:pos:R:3:forces:R:3
C 0.18132 -0.65668 0.45296 -2.285 0.935 -0.093
C 0.60712 0.02980 1.72323 -0.113 -2.871 -0.079
C -1.29567 1.25253 -0.52968 -0.968 -1.729 -0.554
C -0.07075 0.32301 -0.66660 -0.236 1.070 -0.648
N 0.32725 -0.07855 -2.01055 0.254 1.905 1.221
O 1.06382 -1.66092 0.16972 -0.005 -1.116 -0.772
S 0.25104 2.04399 -0.35597 0.987 1.637 -0.619
Cl 0.12783 -1.69675 -2.26921 -0.843 -2.245 -1.377
H -0.86445 -1.03112 0.56891 0.771 -0.629 0.348
H 0.38860 -0.86978 2.36186 0.612 1.335 0.592
H -0.06612 0.84830 1.92000 0.614 0.442 0.574
H 1.71415 0.13461 1.56759 -1.040 0.947 0.816
H -1.90593 1.17274 0.37334 0.205 -0.097 -0.060
H -1.95874 1.32895 -1.42973 0.922 0.298 0.637
H -0.30406 0.41881 -2.61162 -0.036 0.133 -0.712
H 1.80458 -1.55894 0.73577 1.160 -0.016 0.725
```
Positions in Å, forces in eV/Å.

Calculated values
E (eV): -31169.9241
Lowest unoccupied orbital energy (eV): 0.723
Energy relative to the best compared isomer or geometry (same formula, charge and spin) (kcal per mole): 80.9
Highest occupied orbital energy (eV): -8.85
Net charge: 0
Structure (SMILES): C[C@H](O)[C@@]1(NCl)CS1
Orbital gap (Ha): 0.352

(6)
Computed, not measured: one molecule with the formula C4H8ClNOS, with ωB97M-V with the def2-TZVPD basis set.

The geometry in XYZ format:
```
16
Properties=species:S:1:pos:R:3:forces:R:3
C -1.28339 -1.25974 -0.38369 -0.016 0.035 0.415
C -0.62553 -0.45627 0.74031 -0.339 0.433 -0.339
C 0.67748 0.23764 0.32047 0.441 -0.452 0.152
C 0.49491 0.94868 -0.99829 -0.377 -0.011 0.263
H -0.66446 -2.10501 -0.70474 0.043 0.175 0.080
H -1.49570 -0.61644 -1.23556 -0.013 0.023 -0.051
H -2.22703 -1.67064 -0.03225 -0.019 -0.028 0.024
H -1.29725 0.32073 1.12999 0.033 -0.164 -0.348
H 1.39545 -0.57886 0.14659 0.184 0.166 0.221
H 1.96920 1.57529 1.12905 1.024 0.367 -0.343
H 0.41502 1.88676 1.44260 1.080 -1.136 0.024
H 1.12141 -0.61276 -1.88070 -0.048 0.282 -0.040
N 1.13289 1.10896 1.38074 -2.088 0.606 0.439
O 0.80345 0.28338 -2.09222 0.450 -0.966 -0.628
S -0.12132 2.41847 -1.11086 -0.408 1.088 -0.074
Cl -0.29514 -1.48018 2.14856 0.054 -0.419 0.205
```
Positions in Å, forces in eV/Å.

Calculated values
E (eV): -31172.8702
Lowest unoccupied orbital energy (eV): 0.194
Energy relative to the best compared isomer or geometry (same formula, charge and spin) (kcal per mole): 13.0
Highest occupied orbital energy (eV): -9.13
Net charge: 0
Structure (SMILES): C[C@@H](Cl)[C@H](N)C(O)=S
Orbital gap (Ha): 0.343

Look up the net charge of the sixth one. 0

What is the formula in the third record? C4H8ClNOS